[1]
Computed, not measured: 7 unconnected molecules or ions with the total composition C6H23NO6, with ωB97M-V/def2-TZVPD.

Each line ends with the natural charge from an NBO analysis.
Geometry (Å):
C1 0.3651 0.1403 2.7614  -0.674
C2 -0.2389 0.0079 1.3770  -0.302
C3 -0.3942 -1.1549 0.7497  0.007
N1 -1.1629 -1.2340 -0.4573  -0.639
C4 -0.7804 -2.3703 -1.2991  -0.274
C5 1.5739 -3.0267 -0.8599  -0.364
C6 0.6421 -2.5634 -1.6888  -0.210
H1 -0.0802 -0.5217 3.4998  0.217
H2 1.4198 -0.1180 2.8595  0.259
H3 0.4691 1.1685 3.1211  0.215
H4 -0.3864 0.8658 0.7597  0.155
H5 -0.1564 -2.1130 1.2004  0.196
H6 -1.0963 -0.3216 -0.9491  0.395
H7 -1.1941 -2.0889 -2.2870  0.201
H8 -1.2504 -3.2900 -0.9213  0.204
H9 1.4655 -3.4965 0.1137  0.192
H10 2.5886 -3.1932 -1.1667  0.193
H11 0.9033 -2.3548 -2.7076  0.201
H12 1.1452 1.0406 -0.0283  0.480
H13 2.0510 1.6508 -0.9644  0.499
O1 1.8245 1.7468 -0.0256  -0.981
H14 -1.1454 2.7143 0.8563  0.477
H15 0.0970 3.2666 0.2109  0.509
O2 -0.8658 3.2323 0.0891  -0.949
H16 -2.6241 0.8575 -1.4393  0.492
H17 -1.5629 1.9836 -0.9294  0.501
O3 -1.8237 1.3556 -1.6349  -1.002
H18 0.1667 1.9664 -2.2337  0.491
H19 0.7406 1.5149 -3.5481  0.483
O4 0.9835 1.6277 -2.6239  -0.969
H20 -3.5645 0.9789 1.6026  0.471
H21 -2.9314 -0.5203 1.6986  0.494
O5 -3.5924 0.1052 1.9985  -0.963
H22 3.1695 0.3192 0.8981  0.485
H23 4.1992 -0.2244 1.7770  0.462
O6 3.2429 -0.3364 1.6161  -0.949

Results
Maximum force = 2.3 eV/Å
LUMO = 0.350 eV
SMILES string = C=CCN/C=C/C.O.O.O.O.O.O
Total charge = 0

=====

[2]
Computed, not measured: a molecular structure, C6H24AlN12O6, with ωB97M-V/def2-TZVPD.

Each line ends with the natural charge from an NBO analysis.
Geometry (Å):
Al1 0.3745 -0.0328 0.4137  1.808
C1 2.8206 -0.1317 3.5671  0.792
O1 1.8121 0.0196 2.8424  -0.720
N1 3.6835 -1.1254 3.3971  -0.766
N2 3.0092 0.5540 4.7488  -0.810
H1 4.4497 -1.2547 4.0325  0.432
H2 3.5393 -1.6283 2.5363  0.418
H3 2.5991 1.4688 4.8508  0.411
H4 3.8223 0.4467 5.3323  0.426
C2 -1.1543 1.3500 3.7764  0.794
O2 -0.9169 1.0217 2.5831  -0.648
N3 -1.7784 2.4828 4.1285  -0.771
N4 -0.3708 0.8197 4.7638  -0.780
H5 -2.1809 3.0177 3.3812  0.408
H6 -1.8895 2.7537 5.0907  0.438
H7 0.3159 0.1671 4.4161  0.423
H8 -0.1095 1.5061 5.4518  0.406
C3 -3.6238 0.9340 0.5067  0.781
O3 -2.4695 0.4872 0.2868  -0.654
N5 -3.9047 2.0667 1.1524  -0.799
N6 -4.6905 0.1317 0.2561  -0.796
H9 -3.1967 2.6781 1.5090  0.407
H10 -4.7843 2.4912 0.8934  0.422
H11 -5.5029 0.4251 0.7716  0.428
H12 -4.5074 -0.7373 -0.2103  0.430
C4 -1.9593 -0.9868 -2.6578  0.783
O4 -0.9711 -0.6457 -1.9539  -0.730
N7 -3.0104 -0.1885 -2.9020  -0.792
N8 -2.0347 -2.2370 -3.1656  -0.792
H13 -3.6538 -0.5378 -3.5921  0.413
H14 -3.1374 0.7131 -2.4804  0.433
H15 -1.3282 -2.8700 -2.8362  0.425
H16 -2.7854 -2.4325 -3.8042  0.424
C5 2.2263 -2.3231 -2.1167  0.792
O5 2.1630 -1.6452 -1.0532  -0.641
N9 1.3604 -2.3111 -3.1463  -0.798
N10 2.9560 -3.4581 -2.0897  -0.781
H17 1.1805 -3.1740 -3.6254  0.414
H18 0.7098 -1.5587 -3.2911  0.421
H19 3.6193 -3.5551 -1.3358  0.422
H20 2.9815 -4.1743 -2.7937  0.426
C6 1.8677 1.3514 -2.9620  0.805
O6 1.4651 1.0841 -1.8159  -0.752
N11 3.0349 1.9377 -3.2335  -0.787
N12 1.2592 0.8786 -4.0859  -0.823
H21 3.5465 2.3651 -2.4747  0.419
H22 3.4446 2.0753 -4.1395  0.426
H23 1.3846 1.2739 -5.0016  0.421
H24 0.3348 0.5068 -3.9209  0.392

Results
Maximum force = 4.3 eV/Å
LUMO = -14.081 eV
Total charge = +3

=====

[3]
Computed, not measured: 7 unconnected molecules or ions with the total composition C6H24ClN12O10, with ωB97M-V/def2-TZVPD.

Each line ends with the natural charge from an NBO analysis.
Geometry (Å):
Cl1 -0.8480 0.0397 1.7630  2.562
O1 -0.2417 1.0144 2.6320  -0.867
O2 0.1912 -0.5116 0.8937  -0.920
O3 -1.4530 -1.0062 2.5206  -0.820
O4 -1.8392 0.6742 0.9261  -0.895
C1 2.1577 2.3056 -1.4460  0.769
O5 1.9429 1.7125 -2.4974  -0.689
N1 1.7620 1.8135 -0.2452  -0.850
N2 2.7848 3.5256 -1.4457  -0.856
H1 1.2427 0.9537 -0.2047  0.427
H2 1.9826 2.3177 0.5942  0.392
H3 3.1573 3.9468 -0.6163  0.391
H4 3.1184 3.7508 -2.3659  0.408
C2 -1.6241 -3.1069 -1.8784  0.774
O6 -1.8954 -4.0383 -2.6250  -0.684
N3 -0.3432 -2.7377 -1.5874  -0.850
N4 -2.5932 -2.4513 -1.1742  -0.842
H5 0.3842 -3.2706 -2.0267  0.397
H6 -0.0950 -1.8374 -1.2166  0.398
H7 -2.3900 -1.7072 -0.5334  0.397
H8 -3.5210 -2.7136 -1.4484  0.407
C3 3.4854 -0.2806 2.7783  0.771
O7 4.6621 -0.3261 3.1066  -0.670
N5 3.0348 -0.6695 1.5401  -0.877
N6 2.4829 0.0214 3.6601  -0.868
H9 3.7340 -0.7591 0.8259  0.404
H10 2.0728 -0.4498 1.3333  0.413
H11 2.6705 0.2116 4.6268  0.398
H12 1.6147 0.4270 3.3395  0.409
C4 -2.6529 0.7687 -3.1860  0.778
O8 -3.8386 0.5115 -3.0450  -0.676
N7 -1.8016 0.7831 -2.1228  -0.862
N8 -2.0899 1.0422 -4.3999  -0.850
H13 -0.8084 0.9207 -2.0603  0.400
H14 -2.2145 0.6464 -1.2161  0.410
H15 -2.7290 1.1570 -5.1628  0.400
H16 -1.1262 1.3103 -4.4657  0.393
C5 -2.5580 4.0920 -0.3146  0.775
O9 -2.6851 5.2868 -0.5678  -0.689
N9 -3.6148 3.3303 0.1315  -0.860
N10 -1.3667 3.4384 -0.3949  -0.856
H17 -3.4206 2.5817 0.7745  0.400
H18 -4.5054 3.7879 0.1053  0.400
H19 -1.3357 2.5484 0.0765  0.412
H20 -0.6048 3.9771 -0.7573  0.407
C6 1.4923 -4.6428 2.0679  0.775
O10 1.4872 -5.8249 1.7593  -0.677
N11 2.2864 -3.7164 1.4493  -0.857
N12 0.7190 -4.1429 3.0796  -0.848
H21 2.9727 -4.0475 0.8000  0.398
H22 2.1776 -2.7277 1.6119  0.406
H23 0.0594 -4.7718 3.4967  0.398
H24 0.5201 -3.1569 3.1118  0.395

Results
Maximum force = 1.1 eV/Å
LUMO = 2.212 eV
Total charge = -1

=====

[4]
Computed, not measured: 7 unconnected molecules or ions with the total composition C6H24FN12O6, with ωB97M-V/def2-TZVPD.

Each line ends with the natural charge from an NBO analysis.
Geometry (Å):
F1 10.4275 37.9824 -4.6946  -0.872
C1 9.9927 41.0413 -6.6919  0.763
O1 10.0196 41.9469 -7.5172  -0.682
N1 9.5849 41.2135 -5.4137  -0.848
N2 10.6287 39.8443 -6.8637  -0.886
H1 9.0975 42.0571 -5.1722  0.396
H2 9.5325 40.4775 -4.7324  0.405
H3 11.0939 39.5430 -7.6988  0.404
H4 10.5069 39.1051 -6.1726  0.427
C2 11.4096 38.1646 -1.1512  0.783
O2 12.4930 37.9164 -1.6718  -0.690
N3 11.2543 38.4225 0.1947  -0.864
N4 10.2449 38.0464 -1.8380  -0.880
H5 10.3660 38.0680 0.5077  0.386
H6 11.9825 38.6066 0.8522  0.398
H7 10.4425 37.8174 -2.8040  0.424
H8 9.5359 38.7512 -1.6516  0.413
C3 7.6058 39.9407 -2.8033  0.774
O3 8.3557 40.3820 -1.9396  -0.694
N5 6.2882 40.2799 -2.8888  -0.853
N6 8.0561 39.1160 -3.7934  -0.873
H9 6.0660 41.0239 -2.2536  0.411
H10 5.7488 39.9391 -3.6590  0.393
H11 9.0245 38.8268 -3.9340  0.452
H12 7.3828 38.8038 -4.4697  0.378
C4 8.1075 37.3329 -7.9595  0.779
O4 7.3493 37.8321 -8.7682  -0.640
N7 9.0582 36.3460 -8.2673  -0.885
N8 8.1309 37.7123 -6.6519  -0.854
H13 9.2175 36.3986 -9.2648  0.384
H14 8.8125 35.4105 -7.9782  0.390
H15 9.0042 37.5517 -6.1625  0.426
H16 7.7536 38.6461 -6.5824  0.389
C5 14.1680 39.8274 -5.2363  0.768
O5 15.3741 40.0446 -5.1768  -0.700
N9 13.5227 38.9244 -4.4371  -0.853
N10 13.3187 40.5612 -6.0024  -0.858
H17 12.5688 38.6336 -4.5986  0.417
H18 14.1232 38.4386 -3.7972  0.411
H19 13.5797 41.1703 -6.7498  0.400
H20 12.3458 40.3857 -5.8074  0.399
C6 10.6744 34.7790 -3.6511  0.775
O6 10.2375 33.8385 -2.9900  -0.699
N11 11.8082 35.4893 -3.3465  -0.862
N12 9.9974 35.2829 -4.7250  -0.887
H21 12.4688 35.1158 -2.6974  0.406
H22 11.7440 36.4550 -3.6305  0.412
H23 9.1705 34.7915 -4.9994  0.386
H24 10.1684 36.2810 -4.8943  0.429

Results
Maximum force = 1.9 eV/Å
LUMO = 2.466 eV
Total charge = -1

=====

[5]
Computed, not measured: a molecular structure, C6H24FN12O6Y, with ωB97M-V/def2-TZVPD.

Each line ends with the Mulliken charge.
Geometry (Å):
Y1 -1.5406 2.1750 0.1518  1.696
F1 -0.6092 0.0615 0.0831  0.235
C1 -3.4081 -0.0889 -1.5026  0.806
O1 -3.0559 0.9420 -1.0554  -0.722
N1 -3.6426 -1.0779 -0.8226  -0.200
N2 -3.3482 -0.4289 -2.7454  -0.357
H1 -3.3785 -1.0576 0.1521  0.053
H2 -3.8889 -1.9361 -1.2947  0.196
H3 -3.5916 -1.3537 -3.0703  0.172
H4 -3.0327 0.2482 -3.4251  0.201
C2 0.1359 1.5466 -2.9038  0.864
O2 -0.6990 2.0155 -2.1214  -0.630
N3 -0.0988 0.8227 -4.0160  -0.352
N4 1.4374 1.7984 -2.9433  -0.353
H5 -1.0761 0.5750 -4.0752  0.095
H6 0.6191 0.4903 -4.6439  0.193
H7 1.9374 1.1135 -3.4919  0.184
H8 1.7990 2.5164 -2.3319  0.199
C3 -1.1272 -2.3949 2.6207  0.601
O3 -1.4186 -3.2993 3.3473  -0.660
N5 -2.0318 -1.6177 2.1063  -0.219
N6 0.0731 -2.0703 2.3347  -0.057
H9 -3.0042 -1.8181 2.2920  0.190
H10 -1.6630 -0.8531 1.5590  -0.016
H11 0.1059 -1.2431 1.7560  -0.295
H12 0.9388 -2.5737 2.4664  0.225
C4 0.5536 1.9802 3.1858  0.734
O4 0.1581 2.0312 2.0286  -0.655
N7 0.4058 0.9404 3.9227  -0.310
N8 1.0090 3.0012 3.8512  -0.436
H13 0.7194 1.0519 4.8763  0.190
H14 -0.2242 0.1884 3.6828  0.190
H15 1.0090 3.1511 4.8501  0.198
H16 1.3151 3.8112 3.3314  0.243
C5 3.3024 0.8018 -0.1361  0.605
O5 3.8454 0.0167 -0.9185  -0.709
N9 3.4212 2.0820 -0.1024  -0.312
N10 2.3622 0.5190 0.7779  -0.062
H17 4.2983 2.3066 -0.5499  0.287
H18 3.0451 2.7443 0.5610  0.122
H19 2.2127 -0.4604 0.9741  0.222
H20 1.7310 1.1919 1.1890  -0.108
C6 0.8500 -2.6530 -1.4186  0.419
O6 1.4194 -3.6473 -1.9445  -0.718
N11 1.3868 -1.6019 -0.8587  0.110
N12 -0.4668 -2.5520 -1.3750  -0.158
H21 0.6293 -0.9872 -0.5971  -0.217
H22 2.3870 -1.4742 -0.8017  0.119
H23 -0.8394 -1.6648 -1.0685  -0.033
H24 -0.9622 -3.2688 -1.8859  0.228

Results
Maximum force = 9.8 eV/Å
LUMO = -8.783 eV
Total charge = +2

=====

[6]
Computed, not measured: a molecular structure, C6H24KO6, with ωB97M-V/def2-TZVPD.

Each line ends with the natural charge from an NBO analysis.
Geometry (Å):
K1 -0.2450 -0.5599 0.4073  0.988
C1 -2.9877 2.4582 3.8848  -0.256
O1 -3.3975 1.5279 2.8721  -0.734
H1 -3.3515 2.1912 4.8770  0.172
H2 -1.8990 2.5094 3.8764  0.179
H3 -3.4285 3.4451 3.7440  0.171
H4 -4.3507 1.6402 2.8550  0.470
C2 4.3635 -1.5136 -1.0032  -0.259
O2 3.6263 -2.0628 0.1057  -0.741
H5 4.5499 -2.2723 -1.7632  0.171
H6 3.8882 -0.6276 -1.4242  0.182
H7 5.3895 -1.3168 -0.6921  0.175
H8 4.1848 -2.7799 0.4147  0.474
C3 0.2677 -3.7718 4.5335  -0.253
O3 -0.6020 -3.4888 3.3754  -0.763
H9 1.3090 -3.5816 4.2736  0.185
H10 0.0762 -3.0619 5.3382  0.174
H11 0.1459 -4.8108 4.8395  0.185
H12 -1.5183 -3.6948 3.5740  0.474
C4 -1.4610 1.9394 -3.9969  -0.244
O4 -0.2151 1.7217 -3.3835  -0.748
H13 -2.2745 1.5137 -3.4094  0.175
H14 -1.6868 3.0033 -4.0686  0.169
H15 -1.4283 1.5436 -5.0120  0.171
H16 0.5249 2.0004 -3.9278  0.479
C5 0.2579 4.5653 0.4730  -0.245
O5 1.1561 3.5261 0.8059  -0.745
H17 -0.7392 4.1610 0.2987  0.176
H18 0.2771 5.2553 1.3165  0.173
H19 0.5630 5.0805 -0.4378  0.169
H20 1.9147 3.9182 1.2445  0.474
C6 -0.1848 -3.2506 -4.0905  -0.249
O6 -1.1840 -2.8338 -3.1855  -0.734
H21 -0.5361 -3.8656 -4.9191  0.173
H22 0.2436 -2.3573 -4.5450  0.160
H23 0.5803 -3.8118 -3.5540  0.184
H24 -1.8282 -2.3389 -3.6970  0.468

Results
Maximum force = 1.3 eV/Å
LUMO = -3.154 eV
Total charge = +1

=====

HOMO level, respectively: -0.3019; -0.6553; -0.2632; -0.2399; -0.4959; -0.4729 Ha.
ΔE to the lowest compared entry with this formula, charge and spin, respectively: 67.7; 164.7; 2.2; 29.3; 179.6; 99.5 kcal/mol.